a | Molecular formula: CH4NO3PS
Method: DFT, ωB97M-V/def2-TZVPD

Element x y z (Å)
C (0.7804, -0.2900, 0.3768)
N (-1.5081, 2.3126, -1.4119)
O (-0.2748, -3.0856, 0.1502)
O (1.7329, -1.4137, 0.1932)
O (0.6733, -2.2875, 2.3856)
P (0.3521, -1.9888, 0.9301)
S (0.1085, 2.5185, -0.5458)
H (0.5584, 0.3051, -0.5149)
H (1.0621, 0.3354, 1.2103)
H (-1.9628, 1.9458, -0.6186)
H (-1.5220, 1.6481, -2.1551)

The orbital gap comes out at 5.80 eV. The net charge is -2. The HOMO energy is 0.024 Eh.

***

b | Molecular formula: CH4NO3PS
Method: DFT, ωB97M-V/def2-TZVPD

Element x y z (Å)
C (2.0223, 0.2558, 0.0927)
N (-0.1886, -0.6362, 0.4769)
O (-2.5756, -0.2063, 0.1127)
O (-1.1623, 0.9126, -1.6138)
O (-0.9701, 1.7344, 0.7849)
P (-1.0945, 0.5539, -0.1769)
S (-0.2609, -2.2425, 0.0505)
H (2.1591, -0.6762, -0.3235)
H (1.9408, 1.0780, -0.6149)
H (2.2836, 0.3877, 1.1625)
H (-2.1538, -1.1613, 0.0490)

The orbital gap (alpha / beta) comes out at 5.37 / 5.08 eV. The net charge is -2. The HOMO energy (alpha / beta) is 0.025 / 0.035 Eh.

***

Which one sits at the bottom of the stability order? b does.

***

a | Molecular formula: C13H11P
Method: DFT, ωB97M-V/def2-TZVPD

Element x y z (Å)
C (-2.1889, 1.9099, 0.0243)
C (-1.8848, 1.2774, -1.1310)
C (-2.3717, 1.2301, 1.2239)
C (-1.5615, -0.0675, -1.0911)
C (-2.2759, -0.2248, 1.2191)
C (-1.7746, -0.8264, 0.0865)
C (2.7415, 1.1535, -0.1376)
C (3.3887, 0.2143, 0.7921)
C (1.5430, 0.5856, -0.2768)
C (1.1643, -1.7237, -0.3481)
C (0.1257, -2.5371, -0.5710)
C (2.6219, -0.7682, 1.2472)
C (1.3426, -0.6591, 0.6096)
P (-1.5320, -2.5781, -0.0021)
H (-2.2575, 3.0470, -0.2267)
H (-1.7248, 1.8449, -2.0235)
H (-2.7613, 1.7213, 2.1465)
H (-1.2347, -0.5288, -2.0712)
H (-2.4498, -0.7680, 2.1176)
H (3.1141, 2.0792, -0.5661)
H (4.4478, 0.3631, 0.9076)
H (0.6526, 0.9761, -0.9370)
H (2.0836, -1.9474, -0.8728)
H (0.3760, -3.3368, -1.3615)
H (0.4157, -0.4365, 1.2422)

The orbital gap (alpha / beta) comes out at 7.89 / 6.37 eV. The net charge is 0. The HOMO energy (alpha / beta) is -0.325 / -0.269 Eh.

***

b | Molecular formula: C13H11P
Method: DFT, ωB97M-V/def2-TZVPD

Element x y z (Å)
C (2.7000, -1.8620, 0.5304)
C (2.6505, -0.4812, 0.3095)
C (1.7925, -2.6052, 1.2381)
C (1.6195, 0.1878, 1.0004)
C (0.7011, -1.8975, 1.8412)
C (0.6457, -0.4890, 1.7266)
C (-1.7839, 0.9140, -2.8545)
C (-2.7387, 0.0107, -2.0642)
C (-0.7228, 1.3067, -2.0756)
C (-1.1968, 1.8329, 0.2986)
C (-0.9923, 1.7414, 1.6418)
C (-2.3266, 0.0249, -0.8094)
C (-0.9585, 0.7629, -0.6345)
P (-0.6237, 0.4183, 2.7457)
H (3.4209, -2.5003, -0.0249)
H (3.3163, -0.0336, -0.3483)
H (1.8605, -3.6808, 1.1653)
H (1.3877, 1.2185, 1.0186)
H (-0.0649, -2.4770, 2.3260)
H (-2.1573, 0.9719, -3.8258)
H (-3.5598, -0.5429, -2.4913)
H (0.2463, 1.8558, -2.4300)
H (-1.5849, 2.7284, -0.1820)
H (-1.3478, 2.5860, 2.1878)
H (-0.2830, 0.0093, -0.2896)

The orbital gap (alpha / beta) comes out at 7.81 / 6.66 eV. The net charge is 0. The HOMO energy (alpha / beta) is -0.326 / -0.273 Eh.

***

Which one sits at the bottom of the stability order? a does.

***

a | Molecular formula: C9H13NO4S
Method: DFT, ωB97M-V/def2-TZVPD

Element x y z (Å)
C (-1.3287, -1.7000, -0.9914)
C (-2.4687, -2.0037, -0.3518)
C (1.1917, 0.8062, 0.6204)
C (-0.5732, -0.4695, -0.5819)
C (-1.5845, 0.3712, 0.4179)
C (1.7504, -1.1729, -0.7785)
C (0.5831, -1.6023, 1.4127)
C (1.6173, 2.9010, -0.1429)
C (0.7832, -0.6413, 0.1609)
N (-2.1280, 1.5207, -0.3102)
O (1.5826, 1.1971, 1.6882)
O (-2.5592, 1.3578, -1.4184)
O (-2.1816, 2.5054, 0.3409)
O (1.1305, 1.6577, -0.4325)
S (-2.9991, -0.7518, 0.7372)
H (-1.1354, -2.4819, -1.7878)
H (-3.1640, -2.8569, -0.5115)
H (-0.2919, 0.1514, -1.4559)
H (-1.1111, 0.8535, 1.3226)
H (2.7045, -0.7407, -0.6228)
H (1.4493, -1.0235, -1.7505)
H (1.8398, -2.1955, -0.6764)
H (0.0901, -2.4982, 1.0991)
H (1.5898, -1.8391, 1.8091)
H (-0.1196, -1.3221, 2.2519)
H (2.4268, 3.0213, 0.6981)
H (0.8145, 3.6069, 0.2381)
H (2.0916, 3.3489, -0.9848)

The orbital gap comes out at 9.02 eV. The net charge is 0. As for the SMILES: COC(=O)C(C)(C)[C@H]1C=CS[C@@H]1[N+](=O)[O-]. The HOMO energy is -0.321 Eh.

***

b | Molecular formula: C9H13NO4S
Method: DFT, ωB97M-V/def2-TZVPD

Element x y z (Å)
C (-3.1534, 0.3874, 0.3673)
C (-1.9706, -1.4840, 1.3179)
C (-2.2539, 0.4093, -0.6715)
C (-1.0765, -1.4010, 0.3428)
C (-3.0334, -0.5793, 1.3785)
C (-1.1083, -0.4535, -0.6688)
C (-4.1484, -0.5074, 2.4603)
C (-0.1678, -0.3377, -1.7709)
C (2.8763, 2.3888, -0.9181)
N (4.3697, -0.4614, -0.4441)
O (1.8404, -0.5678, 0.1083)
O (2.3517, -0.1785, -2.1526)
O (1.7727, 1.8697, -0.6638)
O (4.0001, 2.0364, -0.8329)
S (1.3837, 0.1074, -1.1674)
H (-3.9283, 1.1789, 0.4053)
H (-1.9048, -2.1753, 2.1233)
H (-2.3339, 1.1170, -1.4559)
H (-0.1868, -2.1297, 0.2930)
H (-4.8886, 0.2677, 2.1333)
H (-4.6525, -1.4471, 2.4075)
H (-3.6080, -0.3500, 3.3432)
H (-0.3851, 0.4094, -2.6491)
H (2.7834, 3.4318, -1.3607)
H (3.4021, -0.6895, 0.0204)
H (5.2375, -0.5857, -0.0083)
H (4.4518, 0.5576, -0.5299)
H (4.3309, -0.8134, -1.4071)

The orbital gap comes out at 7.91 eV. The net charge is 0. The HOMO energy is -0.282 Eh.

***

Which one sits at the bottom of the stability order? a does.

***

a | Molecular formula: C3H4N4S
Method: DFT, ωB97M-V/def2-TZVPD

Element x y z (Å)
C (-0.0636, 1.0168, 0.0267)
C (-0.5394, -1.4412, 0.1309)
C (0.4423, -0.4832, 0.0136)
H (1.7827, 1.5222, 0.2468)
H (0.7653, 3.0300, 0.4704)
H (-3.1362, 0.3073, 0.0515)
H (-0.2441, -2.4957, -0.0412)
N (0.8714, 1.9712, 0.0668)
N (-1.3762, 1.0944, -0.2036)
N (-2.1817, 0.0984, -0.0773)
N (-1.8871, -1.1656, 0.1164)
S (2.1132, -0.6817, -0.0669)

The orbital gap comes out at 7.62 eV. The net charge is 0. As for the SMILES: Nc1n[nH]ncc1=S. The HOMO energy is -0.298 Eh.

***

b | Molecular formula: C3H4N4S
Method: DFT, ωB97M-V/def2-TZVPD

Element x y z (Å)
C (-1.7813, -0.6341, 1.2711)
C (1.5649, 0.9712, -0.8732)
C (0.5157, 0.9105, 0.1222)
H (-1.5837, 0.3055, 1.8134)
H (-2.6086, -1.2837, 1.5715)
H (0.5886, -1.7917, -1.3846)
H (2.2673, 1.7372, -0.9435)
N (-1.1262, -1.0338, 0.2575)
N (-0.0631, -0.2973, -0.1824)
N (0.5208, -0.8105, -1.3145)
N (1.5785, -0.0795, -1.6445)
S (0.1271, 2.0062, 1.3072)

The orbital gap comes out at 8.19 eV. The net charge is 0. As for the SMILES: C=Nn1[nH]ncc1=S. The HOMO energy is -0.308 Eh.

***

c | Molecular formula: C3H4N4S
Method: DFT, ωB97M-V/def2-TZVPD

Element x y z (Å)
C (-1.4787, 0.7484, -0.0844)
C (-0.1483, 0.5297, -0.0463)
C (1.8564, -0.4041, 0.0171)
H (-2.0859, -1.4591, 0.5729)
H (-1.7922, 1.8170, -0.0735)
H (0.1548, -1.5874, -0.2317)
H (3.7507, -0.9522, -0.0104)
N (0.4999, -0.6540, 0.0219)
N (2.7571, -1.3018, -0.0437)
N (1.9489, 1.0215, 0.0346)
N (0.8354, 1.5469, 0.0547)
S (-2.7308, -0.4594, -0.0030)

The orbital gap comes out at 7.55 eV. The net charge is 0. As for the SMILES: [H]/N=C1N=N/C(=C/S)N\1. The HOMO energy is -0.311 Eh.

***

Which one sits at the bottom of the stability order? b does.